This record from the OMol25 dataset describes a molecular structure, C35H35MoN3O3Te. The level of theory is ωB97M-V with the def2-TZVPD basis set.

The electronic energy is -56618.61380 eV. The value obtained for the relative energy (zero: lowest compared OMol25 entry of this formula, charge and spin) is 16.2 kJ/mol. As for the LUMO energy (alpha / beta): -3.5 / -4.8 eV. The gap between HOMO and LUMO (alpha / beta) is 7.12 / 5.95 eV.

```
! RIJCOSX wB97M-V def2-TZVPD def2/J DEFGRID3
* xyz 1 4
Mo -0.335 1.373 2.127
C -4.391 2.555 1.554
C -2.946 2.887 1.727
O -2.147 1.837 1.799
C -2.435 4.145 1.811
C -1.053 4.439 1.969
C -0.667 5.885 2.033
N -0.121 3.501 2.041
N 1.171 4.017 2.148
C 1.998 3.046 2.327
O 1.577 1.802 2.377
C 3.449 3.272 2.462
C 4.289 2.205 2.769
C 5.652 2.420 2.901
C 6.175 3.692 2.723
C 5.337 4.756 2.417
C 3.976 4.550 2.286
H -4.732 1.951 2.396
H -4.521 1.966 0.647
H -4.997 3.455 1.491
H -3.111 4.982 1.750
H -1.550 6.515 2.055
H -0.057 6.139 1.167
H -0.046 6.072 2.907
H 3.873 1.218 2.908
H 6.306 1.594 3.143
H 7.239 3.857 2.823
H 5.748 5.746 2.280
H 3.314 5.370 2.048
C 0.453 -4.412 -6.445
C 0.454 -3.582 -5.198
C -0.292 -3.952 -4.086
C -0.304 -3.192 -2.926
C -1.161 -3.637 -1.779
C 0.454 -2.018 -2.884
Te 0.496 -0.777 -1.137
N 0.202 -0.395 1.236
C 0.102 -1.008 2.375
O -0.175 -0.198 3.387
C 0.223 -2.446 2.643
C -0.335 -2.968 3.809
C -0.260 -4.328 4.052
C 0.383 -5.161 3.150
C 0.962 -4.641 1.999
C 0.881 -3.284 1.743
C -1.507 -0.140 -1.402
C -1.626 0.731 -2.486
C -2.863 1.201 -2.887
C -3.995 0.782 -2.208
C -3.873 -0.082 -1.135
C -2.635 -0.556 -0.693
C -2.637 -1.468 0.496
C 1.237 -1.630 -3.979
C 2.104 -0.399 -4.039
C 1.208 -2.422 -5.122
H -0.148 -5.311 -6.322
H 1.466 -4.714 -6.710
H 0.050 -3.847 -7.285
H -0.882 -4.860 -4.123
H -1.457 -4.677 -1.904
H -2.071 -3.037 -1.722
H -0.644 -3.557 -0.818
H -0.824 -2.304 4.509
H -0.700 -4.738 4.951
H 0.445 -6.222 3.349
H 1.483 -5.291 1.310
H 1.357 -2.868 0.862
H -0.744 1.041 -3.033
H -2.940 1.873 -3.730
H -4.974 1.120 -2.519
H -4.763 -0.416 -0.617
H -3.534 -2.085 0.484
H -2.653 -0.893 1.427
H -1.774 -2.130 0.530
H 2.140 0.175 -3.115
H 1.746 0.269 -4.824
H 3.128 -0.674 -4.290
H 1.802 -2.119 -5.976
*
```

Löwdin population analysis, charges in e, atoms 1 to 4: 1.83, 0.01, -0.38, -0.25


This record from the OMol25 dataset describes a molecular structure, C35H35MoN3O3Te in a non-equilibrium geometry. The level of theory is ωB97M-V with the def2-TZVPD basis set.

The electronic energy is -56618.30684 eV. The value obtained for the relative energy (zero: lowest compared OMol25 entry of this formula, charge and spin) is 45.8 kJ/mol. As for the LUMO energy (alpha / beta): -3.1 / -4.8 eV. The gap between HOMO and LUMO (alpha / beta) is 7.64 / 6.03 eV.

```
! RIJCOSX wB97M-V def2-TZVPD def2/J DEFGRID3
* xyz 1 4
Mo -0.233 0.213 0.028
C 2.657 3.296 0.082
C 1.363 2.731 -0.371
O 1.009 1.574 0.157
C 0.555 3.293 -1.304
C -0.643 2.705 -1.796
C -1.428 3.434 -2.835
N -1.097 1.545 -1.349
N -2.312 1.130 -1.936
C -2.602 -0.054 -1.526
O -1.791 -0.662 -0.672
C -3.791 -0.779 -2.001
C -4.794 -0.108 -2.692
C -5.908 -0.802 -3.136
C -6.015 -2.169 -2.908
C -5.018 -2.839 -2.210
C -3.910 -2.142 -1.746
H 3.411 3.166 -0.696
H 2.998 2.787 0.979
H 2.564 4.363 0.284
H 0.856 4.245 -1.723
H -0.937 4.365 -3.108
H -2.431 3.640 -2.463
H -1.554 2.807 -3.716
H -4.687 0.956 -2.880
H -6.696 -0.277 -3.661
H -6.873 -2.715 -3.284
H -5.102 -3.903 -2.026
H -3.127 -2.647 -1.197
C -3.152 -0.931 9.234
C -2.441 -0.743 7.917
C -1.735 -1.783 7.323
C -1.095 -1.635 6.098
C -0.297 -2.788 5.532
C -1.194 -0.396 5.457
Te -0.428 -0.192 3.473
N 0.394 -1.273 0.829
C 0.925 -2.365 1.448
O 0.615 -2.581 2.632
C 1.882 -3.251 0.739
C 2.483 -4.281 1.457
C 3.394 -5.116 0.833
C 3.701 -4.927 -0.510
C 3.101 -3.900 -1.230
C 2.195 -3.059 -0.605
C -2.337 -0.510 2.637
C -2.802 -1.826 2.684
C -4.055 -2.132 2.191
C -4.839 -1.122 1.640
C -4.357 0.173 1.577
C -3.094 0.513 2.066
C -2.645 1.951 1.929
C -1.834 0.696 6.049
C -1.882 2.083 5.450
C -2.457 0.491 7.277
H -2.997 -1.934 9.632
H -4.227 -0.773 9.114
H -2.798 -0.209 9.973
H -1.672 -2.742 7.831
H -0.264 -3.615 6.240
H 0.728 -2.487 5.312
H -0.720 -3.163 4.599
H 2.232 -4.407 2.502
H 3.866 -5.918 1.388
H 4.413 -5.583 -0.999
H 3.341 -3.762 -2.277
H 1.727 -2.257 -1.151
H -2.179 -2.611 3.100
H -4.417 -3.153 2.232
H -5.820 -1.350 1.238
H -4.965 0.952 1.127
H -2.700 2.264 0.886
H -1.633 2.114 2.289
H -3.302 2.613 2.491
H -1.068 2.262 4.749
H -1.808 2.832 6.236
H -2.826 2.246 4.929
H -2.965 1.331 7.748
*
```

Löwdin population analysis, charges in e, atoms 1 to 4: 1.66, 0.00, -0.39, -0.28


This record from the OMol25 dataset describes a molecular structure, C35H35MoN5O6Si. The level of theory is ωB97M-V with the def2-TZVPD basis set.

The electronic energy is -66333.92716 eV. The value obtained for the relative energy (zero: lowest compared OMol25 entry of this formula, charge and spin) is 0.0 kJ/mol. As for the LUMO energy (alpha / beta): -1.0 / -1.4 eV. The gap between HOMO and LUMO (alpha / beta) is 6.35 / 6.52 eV.

```
! RIJCOSX wB97M-V def2-TZVPD def2/J DEFGRID3
* xyz 0 3
Mo -1.090 -0.273 0.873
O 3.983 0.494 2.944
C 3.991 -0.773 2.495
C 5.222 -1.432 2.475
C 5.311 -2.727 2.011
C 4.179 -3.405 1.558
C 2.963 -2.758 1.572
C 2.845 -1.443 2.034
C 1.530 -0.793 1.959
O 0.561 -1.436 1.419
N 1.390 0.421 2.473
N 0.113 0.842 2.270
C -0.371 1.848 2.896
C -1.789 2.094 2.669
C -2.496 3.101 3.300
C -3.858 3.202 3.058
C -4.467 2.293 2.212
C -3.693 1.314 1.610
N -2.386 1.223 1.830
H 3.055 0.818 2.918
H 6.092 -0.894 2.826
H 6.276 -3.219 1.999
H 4.255 -4.422 1.200
H 2.068 -3.251 1.219
H 0.219 2.429 3.596
H -1.989 3.785 3.965
H -4.437 3.985 3.530
H -5.525 2.335 1.999
H -4.106 0.596 0.916
O -3.182 2.429 -2.164
C -3.255 1.493 -3.130
C -3.730 1.940 -4.367
C -3.870 1.073 -5.428
C -3.541 -0.272 -5.285
C -3.075 -0.720 -4.068
C -2.918 0.139 -2.973
C -2.416 -0.437 -1.707
O -2.321 0.377 -0.674
N -2.121 -1.694 -1.629
N -1.716 -1.961 -0.328
C -1.716 -3.189 0.046
C -1.532 -3.611 1.415
C -1.309 -4.973 1.661
C -1.223 -5.463 2.945
C -1.395 -4.579 4.012
C -1.644 -3.242 3.798
C -1.708 -2.717 2.495
O -1.965 -1.433 2.340
H -2.754 2.054 -1.371
H -3.982 2.989 -4.458
H -4.242 1.444 -6.375
H -3.646 -0.958 -6.114
H -2.812 -1.759 -3.930
H -1.938 -3.938 -0.710
H -1.207 -5.642 0.815
H -1.038 -6.513 3.125
H -1.337 -4.950 5.028
H -1.780 -2.556 4.624
C 2.768 -0.935 -3.609
Si 2.880 0.396 -2.297
C 3.148 2.066 -3.112
C 4.270 0.037 -1.095
C 1.312 0.408 -1.345
C 0.371 0.246 -0.586
H 3.674 -0.965 -4.217
H 1.916 -0.759 -4.269
H 2.634 -1.916 -3.148
H 4.076 2.076 -3.687
H 3.210 2.861 -2.365
H 2.330 2.303 -3.795
H 5.239 0.008 -1.600
H 4.114 -0.925 -0.600
H 4.318 0.801 -0.315
C 1.266 3.615 0.313
C -0.007 3.528 -0.493
C 0.051 3.914 -1.939
O -1.024 3.118 0.032
H 2.091 4.051 -0.246
H 1.528 2.599 0.617
H 1.082 4.209 1.210
H 0.502 4.902 -2.050
H -0.938 3.875 -2.383
H 0.715 3.207 -2.445
*
```

Löwdin population analysis, charges in e, atoms 1 to 4: 1.76, 0.06, -0.28, -0.01


This record from the OMol25 dataset describes a molecular structure, C35H35N8O4Ti in a non-equilibrium geometry. The level of theory is ωB97M-V with the def2-TZVPD basis set.

The electronic energy is -80090.60271 eV. The value obtained for the relative energy (zero: lowest compared OMol25 entry of this formula, charge and spin) is 0.0 kJ/mol. As for the LUMO energy (alpha / beta): -0.2 / -0.2 eV. The gap between HOMO and LUMO (alpha / beta) is 5.78 / 5.80 eV.

```
! RIJCOSX wB97M-V def2-TZVPD def2/J DEFGRID3
* xyz 0 2
Ti -0.230 -0.777 -0.842
O 0.666 3.298 -2.125
C 0.987 2.117 -1.860
N 0.328 0.934 -2.143
C -0.534 0.893 -3.252
C -1.044 2.008 -3.915
C -1.845 1.870 -5.038
C -2.128 0.614 -5.585
C -1.605 -0.534 -4.949
C -0.876 -0.372 -3.741
N -0.571 -1.422 -2.901
C -0.006 -2.613 -3.367
O -0.207 -3.176 -4.431
C 0.865 -3.188 -2.305
C 1.461 -4.443 -2.328
C 2.358 -4.844 -1.335
C 2.816 -3.879 -0.384
C 2.227 -2.603 -0.430
N 1.208 -2.325 -1.301
C 2.329 1.996 -1.294
C 3.037 3.221 -1.099
C 4.383 3.154 -0.891
C 5.000 1.905 -0.670
C 4.263 0.764 -0.902
N 2.953 0.817 -1.193
H -0.802 2.977 -3.463
H -2.201 2.782 -5.471
H -2.697 0.471 -6.507
H -1.689 -1.574 -5.360
H 1.085 -5.130 -3.111
H 2.843 -5.832 -1.385
H 3.628 -4.084 0.316
H 2.552 -1.754 0.176
H 2.551 4.166 -1.232
H 5.002 4.052 -0.916
H 6.061 1.830 -0.454
H 4.682 -0.246 -0.758
C -2.952 -3.188 1.155
C -2.229 -3.078 -0.151
C -3.189 -3.069 -1.403
O -1.520 -1.816 -0.190
H -3.754 -2.426 1.279
H -2.202 -2.987 1.958
H -3.418 -4.164 1.277
H -1.465 -3.885 -0.271
H -3.948 -2.299 -1.342
H -3.765 -4.006 -1.472
H -2.608 -3.005 -2.316
C 1.686 0.608 5.108
N 0.866 -0.028 4.027
N 0.798 0.699 2.793
C 0.649 -0.208 1.792
O 0.612 0.121 0.552
C 0.614 -1.526 2.330
C 0.929 -1.358 3.724
C 1.056 -2.392 4.743
C 0.382 2.050 2.847
C 1.116 2.994 2.091
C 0.719 4.335 2.143
C -0.314 4.753 2.933
C -1.105 3.795 3.630
C -0.685 2.461 3.679
H 1.205 0.567 6.090
H 1.847 1.641 4.814
H 2.673 0.070 5.146
H 0.444 -2.421 1.765
H 0.994 -3.446 4.326
H 0.301 -2.284 5.495
H 2.000 -2.332 5.301
H 1.909 2.645 1.433
H 1.221 5.080 1.498
H -0.504 5.801 3.090
H -2.031 4.078 4.133
H -1.195 1.712 4.319
N -4.422 1.466 0.113
C -3.864 2.650 -0.325
C -2.586 2.362 -0.663
N -2.333 1.008 -0.426
C -3.477 0.511 0.068
H -5.393 1.276 0.367
H -4.347 3.616 -0.384
H -1.865 3.019 -1.102
H -3.699 -0.468 0.468
*
```

Löwdin population analysis, charges in e, atoms 1 to 4: 1.00, -0.02, -0.44, 0.03


This record from the OMol25 dataset describes 3 unconnected molecules or ions with the total composition C35H36BF3O2 in a non-equilibrium geometry. The level of theory is ωB97M-V with the def2-TZVPD basis set.

The electronic energy is -49799.63291 eV. The value obtained for the relative energy (zero: lowest compared OMol25 entry of this formula, charge and spin) is 545.6 kJ/mol. As for the LUMO energy: -2.6 eV. The gap between HOMO and LUMO is 2.69 eV.

```
! RIJCOSX wB97M-V def2-TZVPD def2/J DEFGRID3
* xyz 0 1
C -1.157 0.023 -1.000
C -0.045 -0.289 -1.895
C 0.885 0.692 -2.304
C 2.104 0.348 -2.860
C 2.318 -0.938 -3.374
C 1.292 -1.877 -3.238
C 0.148 -1.584 -2.499
C -2.369 -0.665 -1.182
C -3.623 -0.044 -1.292
C -4.601 -0.306 -2.311
C -5.522 0.709 -2.713
C -6.406 0.491 -3.765
C -6.401 -0.745 -4.442
C -5.475 -1.747 -4.087
C -4.597 -1.541 -3.015
H -1.066 0.904 -0.361
H 0.595 1.748 -2.125
H 2.921 1.064 -2.889
H 3.227 -1.173 -3.921
H 1.384 -2.860 -3.716
H -0.607 -2.367 -2.393
H -2.317 -1.770 -1.270
H -3.876 0.721 -0.541
H -5.494 1.672 -2.201
H -7.107 1.274 -4.074
H -7.097 -0.927 -5.271
H -5.430 -2.689 -4.644
H -3.894 -2.311 -2.695
C 1.476 -2.539 3.459
C 1.834 -2.594 1.996
C 2.680 -3.815 1.682
C 0.555 -2.575 1.048
C 0.189 -3.840 0.297
C -0.763 -2.200 1.732
O 0.914 -1.535 0.137
B 1.987 -0.790 0.657
C 2.342 0.728 0.377
C 3.638 1.258 0.187
C 3.806 2.567 -0.296
C 2.681 3.351 -0.559
C 2.773 4.603 -1.402
F 1.584 4.902 -2.016
F 3.109 5.708 -0.673
F 3.699 4.487 -2.404
C 1.428 2.963 -0.090
C 1.305 1.672 0.441
C -1.821 1.916 2.480
C -0.581 2.189 3.107
C -0.030 3.526 3.109
C 1.308 3.764 3.420
C 2.145 2.722 3.829
C 1.599 1.434 3.938
C 0.251 1.179 3.729
O 2.600 -1.412 1.699
H 1.064 -3.507 3.745
H 2.362 -2.317 4.056
H 0.742 -1.764 3.685
H 2.058 -4.716 1.761
H 3.099 -3.736 0.674
H 3.489 -3.852 2.409
H 0.110 -4.655 1.026
H -0.785 -3.710 -0.206
H 0.932 -4.108 -0.457
H -1.053 -2.970 2.471
H -0.689 -1.216 2.230
H -1.577 -2.129 0.987
H 4.528 0.655 0.361
H 4.791 2.995 -0.514
H 0.568 3.630 -0.136
H 0.332 1.426 0.855
H -2.592 2.719 2.602
H -2.213 0.910 2.356
H -0.672 4.360 2.793
H 1.700 4.775 3.330
H 3.211 2.908 3.966
H 2.278 0.608 4.169
H -0.183 0.213 4.034
*
```

Löwdin population analysis, charges in e, atoms 1 to 4: 0.03, -0.20, -0.04, -0.07


This record from the OMol25 dataset describes a molecular structure, C35H36BrF3N3O10S2Zr. The level of theory is ωB97M-V with the def2-TZVPD basis set.

The electronic energy is -162972.34979 eV. The value obtained for the relative energy (zero: lowest compared OMol25 entry of this formula, charge and spin) is 65.6 kJ/mol. As for the LUMO energy: -2.9 eV. The gap between HOMO and LUMO is 7.41 eV.

```
! RIJCOSX wB97M-V def2-TZVPD def2/J DEFGRID3
* xyz 1 1
Zr -0.652 -0.461 -0.605
C -3.050 -0.598 -2.847
O -1.778 -0.004 -2.466
C -1.002 0.467 -3.539
C -0.624 -0.384 -4.555
C 0.161 0.125 -5.578
Br 0.683 -1.003 -6.993
C 0.601 1.434 -5.545
C 0.244 2.276 -4.489
C -0.621 1.798 -3.504
O -1.011 2.550 -2.421
C 0.896 3.597 -4.420
N 1.610 4.085 -5.398
C 2.155 5.256 -4.901
C 3.012 6.170 -5.515
C 3.431 7.253 -4.770
C 3.010 7.438 -3.442
C 2.156 6.551 -2.821
C 1.738 5.459 -3.575
N 0.901 4.397 -3.304
H -3.464 -0.009 -3.662
H -3.692 -0.552 -1.974
H -2.899 -1.632 -3.146
H -0.917 -1.422 -4.533
H 1.253 1.830 -6.311
H -1.410 3.376 -2.731
H 3.327 6.022 -6.539
H 4.096 7.981 -5.216
H 3.360 8.305 -2.897
H 1.822 6.706 -1.804
H 0.536 4.125 -2.406
O 0.721 -2.043 0.004
C 0.719 -2.601 -1.141
O 0.055 -2.088 -2.070
H 1.292 -3.518 -1.306
F -0.501 0.946 2.942
C -1.294 1.937 2.549
F -2.526 1.717 2.971
F -0.838 3.075 3.041
S -1.329 2.077 0.707
O -1.792 3.397 0.475
O -2.174 0.984 0.184
O 0.028 1.686 0.230
C 0.317 -4.619 7.427
C -0.700 -3.649 6.890
C -1.501 -2.919 7.761
C -2.451 -2.027 7.291
C -2.614 -1.859 5.927
C -1.820 -2.581 5.048
N -2.020 -2.391 3.643
C -2.726 -3.256 2.874
C -3.446 -4.321 3.463
C -4.180 -5.190 2.701
C -4.245 -5.066 1.301
C -3.551 -4.053 0.706
C -2.781 -3.138 1.461
C -2.069 -2.120 0.749
O -1.331 -1.242 1.331
O -2.110 -2.009 -0.541
C -0.852 -3.477 5.507
C -0.002 -4.270 4.550
H 0.250 -4.690 8.511
H 1.332 -4.310 7.171
H 0.167 -5.617 7.010
H -1.379 -3.057 8.829
H -3.064 -1.471 7.988
H -3.356 -1.178 5.532
H -1.475 -1.696 3.158
H -3.414 -4.431 4.538
H -4.721 -5.988 3.194
H -4.829 -5.756 0.710
H -3.567 -3.927 -0.368
H -0.320 -5.315 4.529
H 1.043 -4.256 4.858
H -0.065 -3.879 3.537
C 4.270 2.147 -3.057
C 3.259 1.025 -2.873
S 2.052 1.461 -1.611
O 1.115 0.228 -1.615
C 3.016 1.309 -0.093
C 3.773 0.001 0.054
H 4.936 1.894 -3.879
H 4.881 2.291 -2.166
H 3.782 3.092 -3.306
H 3.705 0.070 -2.600
H 2.641 0.881 -3.759
H 2.262 1.446 0.683
H 3.667 2.185 -0.076
H 3.114 -0.848 -0.124
H 4.148 -0.078 1.074
H 4.630 -0.051 -0.615
*
```

Löwdin population analysis, charges in e, atoms 1 to 4: 2.04, 0.02, -0.27, -0.23